Density functional theory data (ωB97M-V/def2-TZVPD) for a structure of composition C11H15ClFeNO3PbS at a distorted geometry.

Orbital gap (spin up / spin down)   3.229 / 6.545 eV
Charge   -2
HOMO level (spin up / spin down)   1.75 / -1.98 eV
Spin multiplicity   6

Last column: natural (NBO) charge in e.
CARTESIAN COORDINATES (ANGSTROEM)
Fe -0.29652 0.70442 0.00667  1.158
Cl -0.42979 2.11327 -1.61738  -0.648
C -1.95964 -0.27631 0.18330  -0.883
H -1.86211 -0.94810 1.05159  0.212
H -2.33140 -0.85007 -0.67578  0.174
H -2.69871 0.50371 0.43336  0.183
Pb 0.73888 -0.50126 -2.90934  0.947
C 2.57071 0.76622 -3.29698  -1.046
C -0.85080 -0.03970 -4.44817  -1.050
C 0.15277 -1.01164 -0.69889  -0.946
H -1.43614 -0.95729 -4.61173  0.199
H -1.49140 0.77126 -4.07614  0.226
H -0.34680 0.26516 -5.37620  0.196
H 3.45586 0.18944 -2.98725  0.204
H 2.62185 0.98624 -4.37295  0.195
H 2.49583 1.69896 -2.72263  0.227
H -0.54189 -1.87161 -0.79452  0.179
H 1.10565 -1.38967 -0.27634  0.211
O 0.86826 -1.25320 2.32766  -0.711
C 0.63927 -0.09662 2.69443  0.591
N 0.25109 0.92539 1.82765  -1.068
S 0.06662 2.47153 2.50377  2.286
O 1.12859 3.32761 2.04272  -0.964
O -1.30677 2.90337 2.40518  -0.965
C 0.41357 1.80215 4.10263  -0.391
C 0.33240 2.51442 5.29366  -0.183
C 0.54687 1.82050 6.49062  -0.384
C 0.87978 0.45659 6.46591  -0.264
C 0.99611 -0.23319 5.25802  -0.225
C 0.71460 0.45419 4.06368  -0.211
H 0.09679 3.57364 5.25409  0.197
H 0.45457 2.35433 7.43781  0.174
H 1.04641 -0.05365 7.41449  0.176
H 1.29618 -1.28009 5.22688  0.203

Cartesian forces (eV/Å) of the 2 atoms listed first:
-0.14 -0.63 0.83
-0.10 1.46 -1.25